[1]
{
  "formula": "C40H96F12N8O20",
  "method": "wB97M-V/def2-TZVPD",
  "symbols": ["C", "C", "C", "O", "C", "N", "H", "H", "H", "H", "H", "H", "H", "H", "H", "H", "H", "H", "C", "C", "C", "O", "C", "N", "H", "H", "H", "H", "H", "H", "H", "H", "H", "H", "H", "H", "C", "C", "C", "O", "C", "N", "H", "H", "H", "H", "H", "H", "H", "H", "H", "H", "H", "H", "C", "C", "C", "O", "C", "N", "H", "H", "H", "H", "H", "H", "H", "H", "H", "H", "H", "H", "C", "C", "C", "O", "C", "N", "H", "H", "H", "H", "H", "H", "H", "H", "H", "H", "H", "H", "C", "C", "C", "O", "C", "N", "H", "H", "H", "H", "H", "H", "H", "H", "H", "H", "H", "H", "N", "O", "O", "O", "N", "O", "O", "O", "C", "O", "O", "C", "F", "F", "F", "C", "C", "H", "H", "H", "H", "H", "H", "C", "O", "O", "C", "F", "F", "F", "C", "C", "H", "H", "H", "H", "H", "H", "C", "O", "O", "C", "F", "F", "F", "C", "C", "H", "H", "H", "H", "H", "H", "C", "O", "O", "C", "F", "F", "F", "C", "C", "H", "H", "H", "H", "H", "H"],
  "positions_angstrom": [[1.9157, -1.5094, -1.0652], [0.5931, -0.7710, -1.0310], [0.2026, -0.1119, 0.3019], [-0.9932, 0.6247, 0.1851], [-1.3280, 1.5416, 1.2254], [0.6016, 0.2845, -2.0784], [-0.3498, 0.6218, -2.1135], [1.0427, 1.1577, -1.8272], [0.9530, -0.0061, -2.9796], [2.7335, -0.9059, -0.6714], [2.1610, -1.8308, -2.0775], [1.8172, -2.4282, -0.4871], [-0.2044, -1.4884, -1.2247], [0.9477, 0.6389, 0.5649], [0.0587, -0.7833, 1.1485], [-0.7555, 2.4663, 1.2976], [-1.3116, 1.0295, 2.1875], [-2.3486, 1.9013, 1.0953], [-2.8869, 3.0240, -2.0803], [-3.0311, 3.6984, -3.5057], [-2.3627, 5.0805, -3.5939], [-2.3577, 5.6756, -4.9056], [-2.2923, 7.1287, -4.9701], [-2.3397, 2.8107, -4.4823], [-1.3610, 2.9112, -4.2539], [-2.7068, 1.8700, -4.5002], [-2.4289, 3.3206, -5.3495], [-3.2202, 3.7069, -1.2988], [-1.8294, 2.8966, -1.8491], [-3.4102, 2.0994, -1.8366], [-4.0893, 3.7920, -3.7498], [-1.3020, 5.0799, -3.3430], [-2.8140, 5.7874, -2.8977], [-3.2579, 7.5202, -4.6499], [-1.9825, 7.3611, -5.9889], [-1.6209, 7.6748, -4.3074], [-6.2729, -5.4395, 0.5870], [-5.1030, -5.9754, 1.4417], [-3.7572, -5.3584, 1.1253], [-3.8143, -3.9218, 1.3054], [-2.5314, -3.3463, 1.0163], [-5.4736, -5.6335, 2.8889], [-4.7162, -5.9911, 3.4533], [-5.5089, -4.6412, 3.0736], [-6.3098, -6.0555, 3.2669], [-6.1085, -5.5847, -0.4808], [-6.4723, -4.3792, 0.7419], [-7.2065, -5.8555, 0.9657], [-5.0710, -7.0626, 1.3698], [-3.6303, -5.6115, 0.0727], [-2.9272, -5.8827, 1.5989], [-2.4716, -2.2840, 1.2528], [-2.3007, -3.4336, -0.0454], [-1.7404, -3.8920, 1.5309], [-0.1737, 4.7466, 2.8777], [-0.4235, 4.0604, 4.2638], [0.7933, 3.3549, 4.8357], [0.6127, 3.2160, 6.3058], [1.4846, 2.2476, 6.8675], [-0.9845, 5.1377, 5.1595], [-0.9588, 4.9674, 6.1547], [-0.5306, 5.9936, 4.8738], [-1.9571, 5.2813, 4.9283], [-1.0697, 5.1201, 2.3820], [0.2606, 4.0705, 2.1412], [0.4963, 5.6064, 2.8684], [-1.2680, 3.3714, 4.2507], [1.6860, 3.9441, 4.6260], [0.9885, 2.3541, 4.4505], [1.5815, 1.3835, 6.2101], [1.1789, 1.9288, 7.8640], [2.4663, 2.7016, 7.0022], [0.4671, -2.4273, -7.2810], [0.2878, -3.5228, -6.2492], [1.3863, -4.6238, -6.3554], [1.1929, -5.6866, -5.3977], [0.2796, -6.6833, -5.8726], [0.3785, -3.0594, -4.7981], [-0.4435, -2.5384, -4.5280], [0.3505, -3.8515, -4.1720], [1.2337, -2.6249, -4.4818], [1.4860, -2.1306, -7.5300], [0.0161, -1.4830, -6.9760], [0.0237, -2.7104, -8.2356], [-0.7318, -3.9031, -6.3117], [2.3013, -4.0529, -6.1974], [1.4173, -5.0130, -7.3730], [-0.6517, -6.1742, -6.1208], [0.0352, -7.4439, -5.1311], [0.5441, -7.2322, -6.7764], [-0.7873, -0.1216, 5.6202], [-1.0346, -1.5087, 5.0754], [0.0494, -2.0922, 4.2546], [-0.4229, -3.3844, 3.8702], [0.4270, -3.9578, 2.8493], [-1.3477, -2.4262, 6.2226], [-0.5549, -2.3333, 6.8413], [-2.2590, -2.3828, 6.6560], [-1.3184, -3.3737, 5.8740], [0.1176, -0.0797, 6.2264], [-1.6572, 0.1061, 6.2363], [-0.7440, 0.6843, 4.8876], [-1.9518, -1.5532, 4.4883], [0.9410, -2.2346, 4.8653], [0.2476, -1.5084, 3.3558], [0.1448, -4.9736, 2.5727], [1.4201, -4.0722, 3.2839], [0.5470, -3.3647, 1.9427], [1.0440, -5.0429, -1.1389], [0.7839, -4.9190, -2.3628], [0.2370, -4.6494, -0.2929], [2.1290, -5.3258, -0.8092], [-2.6281, -0.8027, -3.7273], [-2.3133, -0.5442, -2.6069], [-3.3545, -0.0516, -4.3648], [-2.2895, -1.8226, -4.2347], [3.6967, -1.5101, -4.8157], [3.9799, -1.9955, -3.4214], [2.4884, -0.7717, -4.7504], [5.0608, -0.8802, -5.4793], [4.8162, -0.0691, -6.5320], [5.7547, -0.1510, -4.6004], [5.8861, -1.7721, -5.8996], [4.9345, -3.1013, -3.2621], [5.0782, -2.9889, -1.6966], [4.1470, -3.2766, -1.2087], [5.9705, -3.5356, -1.3915], [5.2727, -1.9477, -1.4396], [5.8534, -2.9827, -3.8362], [4.3711, -3.9845, -3.5632], [3.3710, -2.4463, -5.2689], [3.8915, -0.8011, 2.4551], [5.2711, -0.3615, 2.2726], [3.9074, -1.9411, 3.2685], [3.1333, 0.4574, 2.9344], [1.8700, 0.1803, 3.0732], [3.5181, 1.0722, 4.0437], [3.1969, 1.3235, 1.9154], [6.0199, -0.7258, 1.1210], [7.3113, 0.1378, 1.1576], [8.2280, -0.2767, 0.7383], [7.1457, 1.1793, 0.8818], [7.5625, 0.2241, 2.2147], [5.5824, -0.5902, 0.1319], [6.2165, -1.7955, 1.0490], [3.5499, -1.0179, 1.4430], [1.5161, 3.7419, -2.1511], [2.4127, 2.6222, -1.8001], [0.7088, 3.2999, -3.2303], [0.9531, 4.6167, -0.9404], [1.8959, 4.9953, -0.0988], [0.5421, 5.7994, -1.3945], [-0.0646, 3.9587, -0.3315], [3.7511, 2.8208, -1.3230], [4.5210, 1.5685, -1.2855], [5.4809, 1.6692, -0.7789], [3.9915, 0.8328, -0.6800], [4.6248, 1.1261, -2.2763], [3.7219, 3.3346, -0.3621], [4.2510, 3.3947, -2.1032], [2.1028, 4.5348, -2.6150], [-4.2470, 5.6881, 3.4485], [-3.7843, 4.5744, 4.2944], [-3.3291, 6.7804, 3.6024], [-4.4917, 5.1391, 1.9453], [-5.7607, 4.8942, 1.6494], [-4.1291, 6.0293, 0.9920], [-3.7666, 4.0160, 1.6550], [-4.7048, 3.4112, 4.3559], [-4.0020, 2.3914, 5.3111], [-4.3299, 2.6216, 6.3248], [-4.4805, 1.4492, 5.0440], [-2.9250, 2.2319, 5.2593], [-4.8902, 3.0459, 3.3458], [-5.6440, 3.6768, 4.8413], [-5.2173, 5.9729, 3.8554]],
  "charge": 1,
  "multiplicity": 2,
  "s_squared": 0.75,
  "homo_ev": [-7.59, -7.59]
}

[2]
{
  "formula": "C18H29NO2",
  "method": "wB97M-V/def2-TZVPD",
  "symbols": ["C", "C", "C", "C", "O", "C", "C", "O", "C", "C", "N", "C", "C", "C", "C", "C", "C", "C", "C", "C", "C", "H", "H", "H", "H", "H", "H", "H", "H", "H", "H", "H", "H", "H", "H", "H", "H", "H", "H", "H", "H", "H", "H", "H", "H", "H", "H", "H", "H", "H"],
  "positions_angstrom": [[-1.4756, -1.5473, 0.6740], [-1.8052, -0.1229, 0.3261], [-0.7838, 0.8204, 0.3811], [-1.0222, 2.1584, 0.1042], [-0.1048, 3.1674, 0.1712], [1.2249, 2.8961, 0.5449], [2.0665, 2.3540, -0.6269], [3.4483, 2.5625, -0.4207], [4.0982, 1.5980, 0.3763], [4.2884, 0.2513, -0.3370], [3.1230, -0.6019, -0.2508], [2.9085, -1.2175, 1.0593], [2.4492, -2.6587, 0.7939], [2.0909, -2.6504, -0.6913], [3.1054, -1.6628, -1.2477], [-2.3124, 2.5467, -0.2523], [-3.3188, 1.6103, -0.3235], [-3.0941, 0.2672, -0.0376], [-4.2446, -0.7111, -0.1225], [-4.8468, -0.7284, -1.5297], [-5.3131, -0.3740, 0.9207], [-1.6365, -2.2054, -0.1796], [-2.0978, -1.8994, 1.4958], [-0.4357, -1.6292, 0.9779], [0.2074, 0.4845, 0.6440], [1.6398, 3.8653, 0.8397], [1.2604, 2.2240, 1.4109], [1.8115, 2.9328, -1.5193], [1.8575, 1.2955, -0.8115], [3.5745, 1.4506, 1.3284], [5.0797, 2.0326, 0.5825], [4.4772, 0.4610, -1.3929], [5.1844, -0.2457, 0.0800], [3.8229, -1.1992, 1.6681], [2.1405, -0.6517, 1.5984], [1.6144, -2.9517, 1.4284], [3.2711, -3.3532, 0.9726], [2.1647, -3.6340, -1.1506], [1.0838, -2.2620, -0.8399], [4.0919, -2.1461, -1.3514], [2.8173, -1.2505, -2.2171], [-2.4985, 3.5872, -0.4657], [-4.3088, 1.9370, -0.6036], [-3.8780, -1.7176, 0.0900], [-5.2913, 0.2316, -1.7777], [-4.0779, -0.9494, -2.2670], [-5.6208, -1.4903, -1.5972], [-5.7414, 0.6073, 0.7339], [-4.8800, -0.3718, 1.9188], [-6.1144, -1.1097, 0.8921]],
  "smiles": "Cc1cc(OCCOCCN2CCCC2)ccc1C(C)C",
  "homo_ev": -8.03,
  "de_lowest_kcal_mol": 24.88
}

[3]
{
  "formula": "C4H10N3O2",
  "method": "wB97M-V/def2-TZVPD",
  "symbols": ["C", "N", "C", "N", "N", "C", "O", "C", "O", "H", "H", "H", "H", "H", "H", "H", "H", "H", "H"],
  "positions_angstrom": [[-1.8593, -0.7405, -0.8107], [-0.4986, -0.3071, -0.5879], [-0.2737, 1.1989, 0.2049], [-1.1268, 2.1688, 0.3164], [0.9641, 1.1513, 0.6592], [1.7480, -0.0307, 0.2152], [2.4655, 0.2107, -1.0188], [0.5712, -1.1186, 0.0032], [0.1995, -1.5589, 1.3293], [-1.7287, -1.3615, -1.7703], [-2.5243, 0.0940, -0.9257], [-2.2628, -1.2880, 0.0951], [-0.8929, 2.9984, 0.8355], [-1.9681, 2.2172, -0.1232], [1.2963, 1.9970, 1.0655], [2.4945, -0.3359, 0.9578], [2.8853, -0.7331, -1.1081], [0.8209, -2.1120, -0.6444], [-0.3101, -2.4498, 1.3071]],
  "smiles": "CN1C(=[NH2+])N[C@H](O)[C@H]1O",
  "charge": 1,
  "homo_ev": -13.70,
  "de_lowest_kcal_mol": 48.94
}

[4]
{
  "formula": "C6H12AgO7S2",
  "method": "wB97M-V/def2-TZVPD",
  "symbols": ["O", "C", "O", "C", "C", "C", "C", "O", "S", "O", "O", "C", "S", "O", "O", "H", "H", "H", "H", "H", "H", "H", "H", "H", "H", "H", "H", "Ag"],
  "positions_angstrom": [[1.5104, -2.4660, -1.4240], [2.7199, -2.5127, -1.1118], [3.3833, -1.2707, -0.7619], [3.1252, -0.8784, 0.5971], [3.1977, 0.7085, 0.8592], [2.3727, 1.5796, -0.2551], [0.8326, 1.6111, 0.2986], [-0.1338, 1.8096, -0.7756], [-1.7126, 1.7406, -0.1692], [-1.7354, 1.4038, 1.2953], [-2.3446, 0.3316, -0.9465], [-3.7761, 0.2775, -0.7861], [-4.2763, -0.7850, 0.6622], [-5.7052, -0.4405, 1.0318], [-4.1584, -2.2612, 0.2842], [3.2576, -3.5364, -1.1684], [3.9355, -1.3529, 1.2982], [2.1080, -1.3123, 0.9462], [2.6205, 0.8860, 1.8499], [4.2526, 1.1084, 1.0422], [2.7611, 2.6678, -0.2890], [2.4445, 1.1316, -1.3066], [0.7875, 2.4498, 1.0780], [0.6706, 0.5638, 0.7667], [-4.2637, 1.3093, -0.6949], [-4.2434, -0.2551, -1.7097], [-3.5016, -0.5817, 1.8003], [-4.1287, -1.9263, -2.4108]],
  "charge": 2,
  "multiplicity": 2,
  "s_squared": 0.76,
  "homo_ev": [-16.69, -16.67]
}